Entry 1:
Density functional theory data (the ωB97M-V functional and the def2-TZVPD basis) for a cluster of 6 separate species, C24H66N6O6 in total at a distorted geometry.

Results
* electronic energy: -47178.7216 eV
* LUMO: 0.8 eV
* frontier orbital gap: 9.9 eV
* relative energy (zero: lowest compared OMol25 entry of this formula, charge and spin): 2.995 eV
* net charge: 0

XYZ file:
```
102
Properties=species:S:1:pos:R:3:mulliken_charge:R:1
C 8.386 15.371 17.700 0.3319
O 7.629 14.187 17.587 -0.4749
C 8.437 13.028 17.590 0.5424
C 7.536 11.774 17.367 0.5184
C 6.769 11.392 18.602 -1.2964
N 8.424 10.675 16.903 -0.8159
H 9.018 15.582 16.860 -0.3908
H 9.031 15.319 18.595 -0.2323
H 7.731 16.226 17.784 0.3572
H 9.233 13.068 16.828 -0.7517
H 8.797 12.882 18.585 0.3038
H 6.797 11.953 16.551 0.2694
H 7.438 11.584 19.494 0.2533
H 6.553 10.311 18.507 0.3662
H 5.866 11.939 18.784 0.3027
H 8.839 11.034 16.022 0.1937
H 7.797 10.020 16.478 0.3328
C 12.401 15.108 8.489 -0.9636
O 11.325 15.591 9.214 -0.1141
C 10.785 16.759 8.665 -1.0135
C 9.843 17.377 9.612 1.5338
C 8.554 16.484 9.739 -1.5250
N 9.348 18.650 9.209 -0.6450
H 13.297 15.763 8.306 0.3559
H 12.034 14.650 7.532 0.3240
H 12.704 14.247 9.009 0.2788
H 11.670 17.400 8.366 0.3483
H 10.292 16.525 7.718 0.2955
H 10.266 17.453 10.562 -0.5546
H 8.673 15.466 10.146 0.2493
H 8.051 16.289 8.817 0.4896
H 7.811 16.983 10.336 0.3943
H 8.841 18.499 8.331 0.2906
H 10.083 19.280 9.124 0.2682
C 15.566 14.813 11.937 -0.7536
O 14.135 14.748 12.257 -0.3380
C 13.397 15.975 12.014 0.0971
C 13.702 17.043 13.068 0.1861
C 13.414 16.481 14.495 -0.6213
N 12.845 18.183 12.706 -0.6071
H 15.781 15.077 10.892 0.2771
H 15.919 13.800 12.207 0.2645
H 16.170 15.566 12.499 0.2753
H 13.616 16.339 10.994 0.1998
H 12.342 15.752 11.959 -0.3366
H 14.728 17.385 13.108 0.4872
H 13.793 17.087 15.326 0.4742
H 13.762 15.431 14.626 0.1883
H 12.345 16.490 14.663 -0.0639
H 11.895 17.957 12.946 0.0606
H 13.158 18.962 13.190 0.2726
C 11.442 15.125 20.459 -0.3141
O 11.210 16.013 21.550 -0.3185
C 10.363 15.581 22.554 -0.4580
C 10.143 16.821 23.370 0.5228
C 11.430 17.484 23.942 -1.4988
N 9.309 16.510 24.541 -0.7257
H 11.909 14.190 20.809 0.3521
H 12.111 15.698 19.784 0.2621
H 10.530 14.919 19.912 -0.1431
H 9.340 15.315 22.209 0.2168
H 10.803 14.743 23.160 0.2505
H 9.687 17.642 22.781 0.2226
H 11.821 16.804 24.762 0.3603
H 11.129 18.449 24.293 0.4263
H 12.110 17.708 23.090 0.3475
H 8.361 16.746 24.302 0.2507
H 9.617 17.121 25.280 0.2507
C 12.003 13.214 16.901 -0.7826
O 11.439 13.860 15.829 -0.0220
C 11.585 13.106 14.615 -1.5373
C 10.684 13.671 13.551 2.2437
C 9.272 13.386 13.928 -1.3599
N 11.039 12.949 12.339 -0.7162
H 11.668 12.144 16.959 0.3823
H 11.696 13.677 17.777 0.0996
H 13.111 13.252 16.840 0.2426
H 12.650 13.033 14.422 0.6564
H 11.289 12.024 14.941 0.2946
H 10.922 14.788 13.573 -1.0202
H 9.072 13.785 14.913 0.1258
H 9.126 12.337 13.803 0.4636
H 8.571 13.885 13.212 0.3901
H 12.008 13.173 12.261 0.3252
H 10.402 13.239 11.571 0.3545
C 9.599 17.344 15.241 -1.3815
O 9.649 18.365 14.345 -0.4190
C 8.954 18.038 13.121 -0.3505
C 7.477 18.595 13.267 0.5099
C 7.490 20.110 13.337 -1.5595
N 6.774 17.911 14.389 -0.6049
H 8.685 16.759 15.234 0.8370
H 9.804 17.741 16.230 0.3511
H 10.450 16.595 14.981 0.2114
H 9.425 18.576 12.264 0.2966
H 8.927 17.003 12.941 0.2639
H 6.878 18.353 12.356 0.2707
H 7.846 20.512 12.363 0.3278
H 8.123 20.461 14.161 0.2319
H 6.524 20.485 13.585 0.4854
H 7.241 18.108 15.302 0.2102
H 5.853 18.275 14.524 0.2905
```

---

Entry 2:
Density functional theory data (the ωB97M-V functional and the def2-TZVPD basis) for a cluster of 7 separate species, C24H67N7O9 in total at a distorted geometry.

Results
* electronic energy: -54810.5503 eV
* LUMO: -0.1 eV
* frontier orbital gap: 8.0 eV
* relative energy (zero: lowest compared OMol25 entry of this formula, charge and spin): 4.367 eV
* net charge: 0

XYZ file:
```
107
Properties=species:S:1:pos:R:3:mulliken_charge:R:1
C 5.504 0.702 -3.062 -1.1861
C 4.492 0.915 -1.814 -0.0645
C 4.715 2.374 -1.306 -0.6778
O 6.110 2.652 -1.057 -0.3333
C 6.405 4.018 -0.686 -0.8448
N 3.125 0.704 -2.122 0.1032
H 2.616 1.057 -2.868 0.3408
H 3.054 -0.254 -2.214 0.3909
H 2.683 0.722 -1.186 -0.1228
H 5.232 -0.268 -3.417 0.4758
H 6.570 0.712 -2.805 0.3433
H 5.373 1.443 -3.985 0.2798
H 4.609 0.358 -1.040 0.3995
H 4.188 2.572 -0.408 0.5427
H 4.218 3.185 -2.117 0.2878
H 6.039 4.084 0.324 0.3065
H 6.116 4.612 -1.441 0.4073
H 7.497 4.114 -0.767 0.2578
N 0.556 0.684 0.175 0.7951
O 0.837 1.807 -0.312 -0.8254
O 1.509 0.058 0.531 -0.7247
O -0.325 0.096 -0.264 -0.4604
C -5.079 -1.891 -0.555 -1.6616
C -3.672 -0.949 -0.394 0.3650
C -4.068 0.400 -0.662 0.0725
O -4.893 0.434 -1.842 -0.3567
C -5.409 1.716 -2.330 -0.6859
N -2.866 -1.116 0.814 -0.1225
H -4.751 -2.864 -0.302 0.5106
H -5.452 -2.002 -1.539 0.4065
H -5.962 -1.563 0.121 0.2716
H -3.170 -1.107 -1.241 0.0930
H -3.080 1.055 -0.877 -0.5021
H -4.610 0.813 0.133 0.7601
H -4.706 2.491 -2.099 0.1599
H -6.394 2.027 -2.030 0.2816
H -5.267 1.631 -3.389 0.3173
H -2.455 -2.058 0.746 -0.0034
H -2.066 -0.616 0.738 0.1644
C -1.939 3.704 -0.044 0.0789
C -1.305 4.566 -1.162 0.0430
C -1.857 5.960 -1.165 -1.1669
O -3.055 5.993 -1.731 -0.2463
C -3.768 7.142 -1.569 -0.8789
N 0.143 4.479 -0.873 -0.8241
H -1.798 2.703 -0.380 -0.5873
H -3.005 3.999 -0.275 0.3351
H -1.574 3.614 1.013 0.1935
H -1.171 3.937 -1.941 0.5308
H -1.238 6.765 -1.585 0.5610
H -1.623 6.224 -0.178 0.4511
H -4.791 7.163 -2.049 0.1990
H -3.284 7.837 -1.965 0.4450
H -3.853 7.255 -0.395 0.2926
H 0.240 3.440 -0.790 0.5432
H 0.384 4.917 0.087 0.3082
C -0.459 -3.285 -4.016 -1.5094
C -0.699 -2.358 -2.902 0.8261
C -0.581 -3.210 -1.584 -0.2399
O -1.894 -3.822 -1.271 -0.4040
C -1.796 -4.569 0.039 -0.8403
N 0.280 -1.282 -2.815 -0.5997
H -1.329 -3.878 -4.190 0.3980
H 0.370 -3.956 -3.949 0.4305
H -0.131 -2.635 -5.081 0.2543
H -1.704 -1.968 -2.925 -0.0509
H -0.306 -2.464 -0.855 0.3146
H 0.298 -3.925 -1.973 0.0486
H -2.603 -5.201 0.049 0.3157
H -1.606 -3.974 0.910 0.2619
H -0.831 -5.101 0.062 0.3691
H -0.025 -0.480 -3.486 0.3467
H 0.328 -0.841 -1.802 0.0747
C -3.646 1.172 5.454 -1.5551
C -3.158 0.609 4.133 0.9153
C -2.045 -0.421 4.325 -0.5506
O -0.824 0.142 4.787 -0.4395
C 0.227 0.532 3.817 -0.2139
N -4.330 -0.074 3.487 -0.7716
H -3.025 1.911 5.836 0.3742
H -3.829 0.311 6.081 0.3412
H -4.670 1.675 5.150 0.3231
H -2.804 1.505 3.617 0.1908
H -1.771 -1.103 3.513 0.1357
H -2.546 -1.165 4.965 0.4132
H -0.296 1.533 3.199 0.0242
H 0.489 -0.227 3.032 0.1049
H 1.023 0.987 4.470 0.2682
H -4.259 -0.371 2.436 0.0647
H -4.514 -0.752 3.995 0.2112
C 2.227 -4.416 0.617 -1.9632
C 3.415 -3.750 1.360 0.4422
C 4.587 -4.614 1.373 -0.8616
O 4.728 -5.269 2.605 -0.3526
C 5.772 -6.262 2.681 -0.8706
N 3.636 -2.337 0.766 -0.5209
H 1.414 -3.655 0.575 -0.0015
H 2.126 -5.151 1.050 1.0939
H 2.600 -4.448 -0.362 0.3267
H 2.992 -3.622 2.278 0.4356
H 5.466 -3.972 1.109 0.3779
H 4.652 -5.254 0.574 0.5557
H 6.694 -5.844 2.324 0.3385
H 5.540 -7.006 2.081 0.4007
H 5.920 -6.745 3.675 0.2523
H 4.454 -1.707 1.360 0.2743
H 2.682 -1.689 0.977 0.2014
```

---

Entry 3:
Density functional theory data (the ωB97M-V functional and the def2-TZVPD basis) for a cluster of 10 separate species, C24H68N2O10 in total at a distorted geometry.

Results
* electronic energy: -49437.3397 eV
* LUMO: 0.3 eV
* frontier orbital gap: 9.6 eV
* relative energy (zero: lowest compared OMol25 entry of this formula, charge and spin): 7.008 eV
* net charge: 0

XYZ file:
```
104
Properties=species:S:1:pos:R:3:mulliken_charge:R:1
N -0.312 -4.642 1.647 -0.4350
C 0.639 -4.332 0.801 0.4849
N 0.133 -3.582 -0.166 0.0475
O 1.923 -4.711 0.973 -0.7726
H -0.153 -5.548 2.157 0.3839
H -1.262 -4.270 1.709 0.1241
H 0.760 -3.489 -0.989 -0.3088
H -0.734 -3.074 -0.060 0.1695
C -1.877 2.641 0.581 0.5106
C -2.457 3.945 0.145 0.4746
C -3.988 3.838 0.142 -1.6821
O -2.116 4.832 0.917 -0.5357
H -2.312 1.862 -0.098 -0.5330
H -2.201 2.434 1.581 0.6573
H -0.805 2.614 0.674 -0.8470
H -2.129 4.083 -0.886 0.2467
H -4.396 4.681 -0.352 0.4754
H -4.258 3.601 1.161 0.3948
H -4.276 2.991 -0.502 0.3002
H -2.054 5.674 0.575 0.4037
C 0.811 3.900 -1.630 -0.5138
C 0.618 5.329 -1.196 0.9523
C 1.926 6.058 -0.843 -1.4340
O -0.035 6.052 -1.966 -0.5376
H -0.129 3.285 -1.745 -0.2711
H 1.319 3.392 -0.857 0.1816
H 1.399 3.826 -2.569 0.4796
H 0.014 5.354 -0.304 -0.1626
H 2.636 5.920 -1.677 0.3530
H 2.347 5.662 0.119 0.1822
H 1.789 7.145 -0.791 0.3970
H -0.517 6.673 -1.420 0.4882
C 1.435 3.725 2.239 -0.5902
C 0.485 3.063 3.276 0.5306
C 0.375 1.531 3.178 -0.3480
O 0.653 3.329 4.481 -0.5832
H 1.809 4.681 2.633 0.4242
H 0.845 3.924 1.310 -0.3037
H 2.287 3.026 2.047 0.2554
H -0.454 3.577 2.919 0.0037
H 1.259 1.058 3.632 0.3444
H 0.340 1.154 2.116 -0.7808
H -0.538 1.233 3.734 0.5583
H -0.039 2.966 5.075 0.4066
C 2.586 -4.797 -4.313 -1.4353
C 2.125 -4.089 -3.008 0.5559
C 2.840 -2.758 -2.779 -0.9362
O 0.889 -3.888 -2.888 -0.4879
H 2.536 -4.139 -5.188 0.3085
H 1.914 -5.666 -4.532 0.3215
H 3.637 -5.027 -4.277 0.4118
H 2.330 -4.779 -2.267 0.4908
H 3.924 -2.980 -2.959 0.5156
H 2.613 -2.423 -1.766 0.0149
H 2.529 -1.993 -3.437 -0.0014
H 0.493 -4.768 -3.029 0.3204
C -3.567 -0.724 1.158 -1.5423
C -2.324 -1.408 0.621 1.6211
C -1.226 -1.216 1.612 0.5922
O -2.434 -2.617 0.431 -0.5074
H -3.689 -1.022 2.235 0.3786
H -4.520 -0.951 0.587 0.3672
H -3.300 0.275 1.135 0.2830
H -2.102 -0.913 -0.353 -1.5757
H -1.258 -1.904 2.482 0.3835
H -1.211 -0.188 2.059 -0.3584
H -0.234 -1.364 1.118 -0.3218
H -2.798 -2.972 1.248 0.6757
C -1.324 0.252 -2.825 -0.8929
C -0.800 -1.096 -2.736 2.4846
C -1.900 -2.116 -2.713 -1.5731
O -0.022 -1.466 -3.682 -0.8610
H -1.716 0.558 -1.834 -0.1737
H -2.222 0.332 -3.412 0.4586
H -0.535 0.989 -2.998 0.1589
H -0.219 -1.213 -1.796 -0.6729
H -1.730 -3.208 -2.652 0.1979
H -2.449 -2.031 -3.716 0.3843
H -2.676 -1.954 -2.033 0.4357
H 0.370 -2.326 -3.521 0.2004
C 0.637 -1.791 4.211 -1.1420
C 0.320 -3.186 4.797 0.6285
C -0.266 -3.070 6.250 -1.5960
O -0.505 -3.861 4.116 -0.5961
H -0.239 -1.135 4.370 0.1866
H 0.976 -1.768 3.171 0.2476
H 1.410 -1.389 4.837 0.5752
H 1.243 -3.770 4.854 0.3367
H -1.164 -2.471 6.200 0.3730
H 0.414 -2.525 6.869 0.3789
H -0.362 -4.106 6.601 0.3912
H -0.143 -4.100 3.206 0.3932
C 2.613 0.332 -5.233 -0.8296
O 2.087 0.307 -3.918 -0.4361
H 2.833 -0.645 -5.593 0.2767
H 3.463 1.000 -5.305 0.2092
H 1.846 0.749 -5.894 0.2895
H 1.290 -0.256 -3.883 0.4056
C 1.956 0.098 -0.021 -0.1724
O 0.830 0.903 -0.394 0.1285
H 2.868 0.604 -0.191 0.4286
H 1.920 -0.876 -0.523 -0.4995
H 1.808 -0.041 1.024 0.1968
H 0.874 1.176 -1.293 0.0135
```

---

Entry 4:
Density functional theory data (the ωB97M-V functional and the def2-TZVPD basis) for a cluster of 8 separate species, C24H68O28P4S4 in total at a distorted geometry.

Results
* electronic energy: -163819.3195 eV
* LUMO: 0.0 eV
* frontier orbital gap: 10.5 eV
* relative energy (zero: lowest compared OMol25 entry of this formula, charge and spin): 5.045 eV
* net charge: 0

XYZ file:
```
128
Properties=species:S:1:pos:R:3:mulliken_charge:R:1
C -0.318 3.225 1.894 -0.9294
C -1.604 3.899 1.385 -0.4346
O -1.270 5.048 0.555 -0.2692
S -2.054 5.320 -0.858 1.0635
C -3.820 5.170 -0.265 -1.0465
O -1.796 6.641 -1.359 -0.5649
O -1.602 4.176 -1.686 -0.4604
H 0.292 2.860 1.067 -0.1224
H -0.643 2.467 2.607 0.5313
H 0.325 3.940 2.406 0.3011
H -2.322 3.171 1.008 0.4099
H -2.272 4.302 2.146 0.4469
H -4.133 4.197 0.115 0.3241
H -4.590 5.500 -0.962 0.3895
H -3.847 5.887 0.556 0.3973
C -1.799 2.561 -5.774 -1.1144
C -2.608 3.701 -6.528 -0.4616
O -3.558 3.065 -7.420 -0.2099
S -4.223 4.151 -8.398 1.2134
C -5.513 3.059 -9.018 -0.9042
O -4.949 5.224 -7.634 -0.6349
O -3.253 4.530 -9.408 -0.6104
H -2.444 1.865 -5.238 0.3429
H -0.987 2.911 -5.137 0.2800
H -1.282 2.066 -6.596 0.3692
H -3.003 4.380 -5.773 0.4155
H -1.815 4.304 -6.972 0.3318
H -6.448 3.077 -8.458 0.3240
H -5.110 2.050 -8.929 0.3088
H -5.597 3.202 -10.095 0.3405
C -4.297 -1.326 2.729 -1.3844
C -3.415 -2.260 3.544 0.1898
O -2.584 -1.454 4.383 -0.3132
S -1.129 -2.058 4.996 1.2000
C -0.662 -0.908 6.291 -0.9756
O -1.528 -3.363 5.591 -0.6619
O -0.076 -1.906 3.971 -0.4018
H -4.791 -0.623 3.401 0.3668
H -5.023 -1.778 2.053 0.3993
H -3.885 -0.644 1.985 0.2931
H -4.069 -2.855 4.180 0.2098
H -2.833 -2.878 2.860 0.1106
H 0.409 -0.707 6.321 0.2308
H -0.833 -1.374 7.262 0.4019
H -1.130 0.075 6.355 0.3281
C -4.204 -6.244 1.537 -1.4526
C -3.280 -5.191 0.755 0.9470
O -3.629 -5.172 -0.672 -0.4557
S -3.275 -3.754 -1.515 1.1049
C -1.557 -3.877 -1.408 -0.3156
O -3.683 -3.939 -2.850 -0.6423
O -3.621 -2.610 -0.771 -0.5586
H -3.922 -6.538 2.548 0.3139
H -4.307 -7.170 0.971 0.3140
H -5.233 -5.896 1.622 0.4165
H -3.447 -4.151 1.034 -0.0103
H -2.254 -5.472 0.993 -0.1797
H -1.226 -3.403 -0.484 -0.2569
H -1.077 -3.512 -2.315 0.4839
H -1.279 -4.930 -1.351 0.2507
C 4.020 3.445 1.999 -0.4312
O 3.024 2.766 2.875 -0.2651
P 3.317 1.337 3.615 0.6415
O 2.145 0.802 4.417 -0.4588
O 3.905 0.329 2.491 0.0494
C 4.204 -0.979 2.887 -0.6437
O 4.726 1.704 4.423 -0.3649
C 4.525 2.197 5.812 -0.7069
H 3.794 4.501 1.854 0.2398
H 3.963 3.050 0.985 0.0036
H 5.030 3.379 2.404 0.4325
H 4.065 -1.211 3.943 0.3474
H 5.231 -1.160 2.568 0.2723
H 3.492 -1.609 2.355 0.0802
H 3.470 2.197 6.087 0.3416
H 4.933 3.208 5.810 0.2596
H 5.218 1.628 6.431 0.2351
C -0.574 -8.023 4.256 -0.8745
O -0.479 -7.171 3.072 -0.0514
P 0.034 -7.775 1.729 0.8811
O 1.221 -8.665 1.929 -0.7722
O -1.297 -8.555 1.148 -0.3478
C -1.347 -8.800 -0.252 -0.6750
O 0.171 -6.477 0.781 -0.1084
C 0.875 -5.283 1.265 -0.4349
H -1.558 -8.491 4.277 0.2971
H -0.384 -7.383 5.118 0.2629
H 0.081 -8.880 4.416 0.3502
H -1.706 -9.798 -0.503 0.3045
H -0.472 -8.455 -0.802 0.3347
H -2.190 -8.180 -0.557 0.1851
H 1.272 -5.165 2.273 0.4027
H 0.330 -4.404 0.922 -0.0973
H 1.841 -5.287 0.759 0.3997
C 3.930 3.203 -2.873 -0.4200
O 4.233 4.557 -2.941 -0.4267
P 3.987 5.570 -1.653 0.8151
O 3.670 7.001 -2.005 -0.7350
O 2.952 4.812 -0.683 0.1103
C 1.617 4.866 -1.110 -0.8243
O 5.399 5.449 -0.917 -0.3169
C 6.613 5.817 -1.674 -0.7317
H 4.658 2.583 -3.397 0.4646
H 3.000 2.969 -3.393 0.2411
H 3.814 2.821 -1.859 0.0139
H 1.219 5.723 -1.655 0.4689
H 0.887 4.882 -0.300 0.0485
H 1.540 4.020 -1.793 0.3624
H 7.199 6.509 -1.069 0.2687
H 6.354 6.272 -2.630 0.3524
H 7.198 4.909 -1.823 0.2464
C 0.865 -1.049 0.550 -0.4282
O 1.977 -0.867 -0.252 -0.0662
P 1.902 -0.539 -1.847 0.5467
O 1.041 -1.453 -2.654 -0.7697
O 1.473 1.044 -1.897 0.4003
C 0.157 1.352 -2.149 -0.5907
O 3.493 -0.627 -2.301 -0.4156
C 4.443 -0.073 -1.513 -0.3248
H 0.039 -1.455 -0.033 0.1469
H 0.642 -0.076 0.987 0.2017
H 1.078 -1.786 1.324 0.1584
H 0.164 2.045 -2.990 0.0195
H -0.155 1.921 -1.272 0.0765
H -0.412 0.457 -2.398 0.5413
H 4.031 0.561 -0.728 -0.0975
H 5.114 0.512 -2.142 0.2902
H 5.082 -0.752 -0.949 0.3053
```

---

The highest LUMO belongs to which entry?
C24H66N6O6

---

What is the formula in the third record?
C24H68N2O10

---

Look up the net charge of the fourth one.
0